Record 1
{"formula": "C4H17BeN8O5", "method": "wB97M-V/def2-TZVPD", "energy_ev": -26981.5049, "spin_multiplicity": 2, "lumo_energy_ev": [-1.281, -2.969], "molar_mass_da": 266.24, "homo_ev": [-8.9, -8.9], "fmax_ev_per_a": 8.5, "species": ["Be", "O", "H", "C", "O", "N", "N", "H", "H", "H", "H", "C", "O", "N", "N", "H", "H", "H", "H", "C", "O", "N", "N", "H", "H", "H", "H", "C", "O", "N", "N", "H", "H", "H", "H"], "xyz": [[4.980, -9.589, 24.361], [4.497, -7.472, 23.367], [4.297, -6.714, 23.950], [3.641, -6.677, 19.886], [3.645, -6.536, 18.675], [3.518, -5.697, 20.688], [3.767, -7.785, 20.479], [3.643, -5.884, 21.673], [3.670, -4.818, 20.214], [4.028, -7.991, 21.432], [3.829, -8.608, 19.895], [7.274, -6.426, 20.635], [8.439, -6.019, 20.436], [6.482, -6.091, 21.543], [6.771, -7.399, 20.009], [5.768, -6.724, 21.873], [6.848, -5.417, 22.200], [7.315, -7.724, 19.223], [5.938, -7.844, 20.367], [1.294, -5.541, 23.187], [0.395, -4.747, 23.325], [2.536, -5.230, 23.537], [1.289, -6.823, 22.829], [3.300, -5.887, 23.462], [2.725, -4.272, 23.793], [2.034, -7.432, 23.134], [0.422, -7.250, 22.534], [2.967, -7.579, 26.115], [3.110, -8.654, 25.691], [1.844, -6.934, 26.371], [3.967, -6.768, 26.287], [1.854, -6.075, 26.902], [0.990, -7.464, 26.275], [3.775, -5.865, 26.697], [4.902, -7.055, 26.035]], "nbo_charge": [0.879, -1.292, 0.427, 0.736, -0.693, -0.807, -0.850, 0.388, 0.413, 0.415, 0.393, 0.734, -0.718, -0.818, -0.810, 0.407, 0.389, 0.406, 0.381, 0.768, -0.653, -0.852, -0.849, 0.364, 0.402, 0.406, 0.402, 0.775, -0.717, -0.813, -0.824, 0.398, 0.413, 0.392, 0.407]}


Record 2
{"formula": "C4H17N2O2", "method": "wB97M-V/def2-TZVPD", "charge": 1, "energy_ev": -11492.2787, "e_above_lowest_kj_mol": 155.5, "lumo_energy_ev": -2.617, "molar_mass_da": 125.19, "homo_ev": -14.0, "fmax_ev_per_a": 2.8, "species": ["C", "N", "C", "N", "C", "C", "H", "H", "H", "H", "H", "H", "H", "H", "H", "H", "H", "H", "H", "H", "H", "O", "H", "H", "O"], "xyz": [[0.877, -0.848, -0.362], [0.843, -0.278, -1.714], [-0.492, -0.618, 0.294], [-1.049, 0.638, -0.238], [-0.651, 1.969, 0.520], [-1.534, 3.091, 0.064], [1.304, -1.844, -0.394], [1.568, -0.239, 0.224], [0.399, -0.909, -2.378], [1.697, 0.083, -2.119], [-1.156, -1.423, -0.081], [-0.507, -0.763, 1.375], [-0.681, 0.691, -1.207], [-2.067, 0.733, -0.171], [0.311, 2.168, 0.100], [-0.701, 1.739, 1.580], [-2.623, 2.939, -0.065], [-1.334, 3.928, 0.745], [-1.349, 3.556, -0.909], [-0.904, -6.081, -0.820], [0.218, -4.944, -0.734], [-0.718, -5.150, -0.678], [3.040, 0.122, 1.700], [3.073, 0.853, 2.976], [2.435, 0.589, 2.293]], "nbo_charge": [-0.244, -0.884, -0.249, -0.537, -0.202, -0.677, 0.223, 0.209, 0.382, 0.404, 0.228, 0.253, 0.466, 0.433, 0.228, 0.234, 0.229, 0.261, 0.240, 0.489, 0.472, -0.961, 0.465, 0.486, -0.948]}


Record 3
{"formula": "C4H17N2O2", "method": "wB97M-V/def2-TZVPD", "charge": 1, "energy_ev": -11489.5702, "e_above_lowest_kj_mol": 416.9, "lumo_energy_ev": -6.919, "molar_mass_da": 125.19, "homo_ev": -14.4, "fmax_ev_per_a": 2.6, "species": ["N", "C", "C", "C", "N", "C", "H", "H", "H", "H", "H", "H", "H", "H", "H", "H", "H", "H", "H", "H", "H", "O", "H", "H", "O"], "xyz": [[2.103, 0.101, -1.172], [-1.372, 0.796, -0.599], [-1.128, 1.982, 0.201], [-2.248, -0.249, -0.115], [-1.319, -1.388, 0.250], [-0.808, -2.157, -0.918], [2.235, -0.797, -0.721], [2.439, -0.016, -2.123], [1.112, 0.278, -1.280], [-1.304, 0.980, -1.669], [-0.592, 1.772, 1.135], [-2.125, 2.460, 0.286], [-0.534, 2.721, -0.315], [-2.709, 0.127, 0.799], [-2.972, -0.558, -0.862], [-0.486, -0.940, 0.637], [-1.514, -2.954, -1.157], [-0.676, -1.583, -1.835], [0.094, -2.679, -0.599], [1.264, -0.186, 1.359], [1.586, -1.207, 2.353], [1.649, -1.078, 1.391], [2.250, 2.669, 1.015], [2.099, 1.452, 0.032], [1.778, 1.836, 0.884]], "nbo_charge": [-1.070, 0.348, -0.759, -0.365, -0.443, -0.455, 0.401, 0.387, 0.329, 0.226, 0.311, 0.318, 0.266, 0.235, 0.258, 0.372, 0.227, 0.187, 0.245, 0.472, 0.490, -0.952, 0.494, 0.505, -1.027]}


Record 4
{"formula": "C4H17N2O6", "method": "wB97M-V/def2-TZVPD", "charge": -1, "energy_ev": -19690.5957, "e_above_lowest_kj_mol": 213.4, "lumo_energy_ev": 3.109, "molar_mass_da": 189.19, "homo_ev": -5.0, "fmax_ev_per_a": 3.5, "species": ["C", "N", "C", "O", "O", "C", "N", "C", "H", "H", "H", "H", "H", "H", "H", "H", "H", "H", "H", "O", "H", "H", "O", "H", "H", "O", "H", "H", "O"], "xyz": [[-0.775, 1.542, 0.377], [-0.315, 0.740, -0.782], [-1.089, 0.770, -2.045], [-0.634, -0.051, -2.883], [-2.059, 1.506, -1.937], [-1.577, 0.584, 1.273], [-0.627, -0.357, 1.837], [-1.133, -0.829, 3.211], [0.028, 1.969, 0.979], [-1.304, 2.324, -0.171], [0.678, 0.566, -0.729], [-2.460, 0.137, 0.795], [-1.931, 1.251, 2.081], [-0.484, -1.278, 1.437], [-2.079, -0.335, 3.384], [-0.411, -0.681, 4.022], [-1.205, -1.957, 3.168], [-2.145, -2.650, -0.812], [-0.830, -1.966, -0.809], [-1.201, -2.867, -0.733], [3.342, -0.189, -0.062], [3.805, -1.187, -1.005], [4.092, -0.330, -0.652], [2.114, 1.375, 3.700], [1.194, 0.358, 3.176], [1.849, 0.469, 3.893], [2.102, 0.490, -2.840], [0.993, -0.493, -2.618], [1.962, -0.381, -2.448]], "nbo_charge": [-0.242, -0.778, 0.891, -0.809, -0.756, -0.228, -0.676, -0.431, 0.165, 0.235, 0.384, 0.187, 0.167, 0.383, 0.188, 0.194, 0.179, 0.463, 0.492, -0.957, 0.465, 0.476, -0.940, 0.459, 0.490, -0.956, 0.460, 0.507, -1.011]}


Record 5
{"formula": "C4H17NO5", "method": "wB97M-V/def2-TZVPD", "energy_ev": -16150.7065, "e_above_lowest_kj_mol": 153.3, "lumo_energy_ev": -0.095, "molar_mass_da": 159.18, "homo_ev": -9.5, "fmax_ev_per_a": 3.7, "species": ["N", "C", "C", "C", "C", "O", "H", "H", "H", "H", "H", "H", "H", "H", "H", "H", "H", "O", "H", "H", "O", "H", "H", "O", "H", "H", "O"], "xyz": [[1.485, 1.634, -1.021], [0.166, 2.060, -1.014], [-0.949, 1.718, -0.017], [-1.560, 0.317, -0.218], [-0.374, 1.801, 1.389], [-0.167, 2.880, -1.861], [1.933, 0.877, -0.473], [2.094, 2.134, -1.610], [-1.765, 2.502, -0.065], [-1.701, -0.177, 0.729], [-2.587, 0.249, -0.680], [-0.817, -0.285, -0.653], [0.191, 0.959, 1.711], [-1.030, 2.044, 2.260], [0.386, 2.692, 1.465], [-2.310, -1.542, 3.000], [-2.367, -2.390, 1.749], [-2.748, -2.319, 2.630], [3.251, -1.398, -0.005], [1.824, -1.815, 0.318], [2.582, -1.383, 0.683], [2.515, -0.722, -2.171], [1.410, -1.960, -2.404], [2.063, -1.498, -1.886], [-0.224, -2.943, 0.189], [-0.878, -3.323, 1.521], [-1.044, -2.885, 0.662]], "nbo_charge": [-0.860, 0.675, -0.313, -0.601, -0.615, -0.616, 0.410, 0.398, 0.242, 0.207, 0.227, 0.202, 0.205, 0.221, 0.209, 0.464, 0.480, -0.952, 0.476, 0.469, -0.942, 0.500, 0.503, -1.001, 0.477, 0.490, -0.955]}


Record 6
{"formula": "C4H18AgNO6", "method": "wB97M-V/def2-TZVPD", "charge": -2, "energy_ev": -22205.9802, "spin_multiplicity": 3, "lumo_energy_ev": [5.228, 5.459], "molar_mass_da": 284.06, "homo_ev": [2.8, 0.0], "fmax_ev_per_a": 3.2, "species": ["Ag", "O", "H", "O", "H", "O", "H", "C", "C", "C", "O", "C", "N", "H", "H", "H", "H", "H", "H", "H", "H", "H", "H", "H", "O", "H", "H", "O", "H", "H"], "xyz": [[0.876, 0.572, -2.142], [0.020, 2.498, -1.400], [-0.860, 2.565, -0.983], [3.074, 0.938, -2.330], [3.556, 0.097, -2.455], [0.510, 1.116, -4.252], [-0.400, 0.840, -4.475], [1.260, -0.496, 2.545], [0.531, -0.803, 1.249], [-1.021, -0.738, 1.339], [-1.358, 0.599, 1.846], [-2.575, 0.730, 2.533], [0.963, 0.162, 0.196], [2.347, -0.549, 2.502], [0.946, -1.274, 3.242], [1.109, 0.516, 2.922], [0.766, -1.815, 0.918], [-1.351, -1.663, 1.811], [-1.511, -0.843, 0.371], [-3.271, -0.004, 2.127], [-3.180, 1.634, 2.464], [-2.318, 0.578, 3.581], [0.843, 1.003, 0.742], [1.966, 0.047, 0.179], [-1.251, 0.037, -1.838], [-1.878, 0.639, -2.242], [-1.769, -0.458, -1.204], [1.379, -1.599, -2.330], [1.219, -2.320, -1.721], [1.378, -2.010, -3.194]], "nbo_charge": [1.311, -1.275, 0.396, -1.248, 0.401, -1.082, 0.398, -0.649, -0.166, -0.350, -0.597, -0.306, -0.815, 0.201, 0.195, 0.207, 0.165, 0.151, 0.133, 0.159, 0.170, 0.149, 0.377, 0.370, -1.019, 0.480, 0.444, -1.096, 0.423, 0.475]}


Record 7
{"formula": "C4H18B2KO2", "method": "wB97M-V/def2-TZVPD", "charge": -1, "energy_ev": -26204.2163, "e_above_lowest_kj_mol": 689.3, "lumo_energy_ev": 2.144, "molar_mass_da": 158.91, "homo_ev": -3.3, "fmax_ev_per_a": 5.5, "species": ["K", "B", "H", "H", "H", "H", "B", "H", "H", "H", "H", "C", "O", "C", "C", "O", "C", "H", "H", "H", "H", "H", "H", "H", "H", "H", "H"], "xyz": [[13.161, 0.834, 19.148], [13.827, 1.135, 21.415], [13.137, 1.954, 21.285], [14.765, 1.341, 20.923], [13.919, 1.019, 22.484], [13.479, 0.237, 20.928], [11.275, 0.426, 20.526], [10.608, 0.239, 19.699], [11.661, 1.430, 20.444], [10.711, 0.370, 21.444], [12.097, -0.272, 20.571], [11.693, -1.859, 18.751], [12.044, -0.627, 18.168], [11.872, -0.524, 16.808], [12.126, 0.991, 16.353], [13.485, 1.432, 16.685], [14.616, 0.759, 16.030], [11.128, -2.510, 18.085], [11.094, -1.795, 19.660], [12.616, -2.375, 19.018], [10.847, -0.835, 16.606], [12.548, -1.233, 16.329], [11.572, 1.572, 17.090], [11.832, 1.149, 15.315], [14.414, 0.923, 14.972], [14.696, -0.300, 16.276], [15.575, 1.260, 16.160]], "mulliken_charge": [0.098, 0.719, -0.223, -0.328, -0.343, -0.263, 0.157, -0.356, -0.186, -0.289, -0.129, -1.041, -0.016, -0.619, -0.693, -0.328, -0.767, 0.424, 0.389, 0.299, 0.501, 0.394, 0.302, 0.401, 0.344, 0.274, 0.279]}


Record 8
{"formula": "C4H18CaNO6", "method": "wB97M-V/def2-TZVPD", "charge": -1, "energy_ev": -36656.7301, "lumo_energy_ev": 2.802, "molar_mass_da": 216.27, "homo_ev": -4.7, "fmax_ev_per_a": 4.3, "species": ["Ca", "O", "H", "O", "H", "O", "H", "C", "C", "C", "O", "C", "N", "H", "H", "H", "H", "H", "H", "H", "H", "H", "H", "H", "O", "H", "H", "O", "H", "H"], "xyz": [[2.277, -0.050, 0.003], [2.948, -1.040, -1.870], [2.964, -0.962, -2.827], [1.611, 2.376, -1.300], [2.130, 3.169, -1.230], [2.790, -1.284, 1.738], [2.891, -2.181, 2.017], [-1.876, 0.939, -1.075], [-1.262, 0.684, 0.295], [-2.262, 0.352, 1.424], [-1.504, 0.372, 2.608], [-2.032, -0.227, 3.844], [-0.234, -0.354, 0.255], [-2.787, 1.553, -1.059], [-2.159, -0.017, -1.562], [-1.120, 1.427, -1.696], [-0.767, 1.622, 0.560], [-2.812, -0.624, 1.273], [-3.045, 1.148, 1.487], [-1.917, -1.336, 3.912], [-3.059, 0.086, 3.943], [-1.361, 0.228, 4.579], [-0.339, -0.972, 1.078], [-0.405, -0.909, -0.592], [1.665, 1.919, -4.169], [1.392, 2.006, -3.210], [1.013, 1.356, -4.552], [2.040, -3.267, -1.383], [2.491, -2.559, -1.787], [2.729, -3.455, -0.704]], "nbo_charge": [1.859, -1.353, 0.457, -1.369, 0.423, -1.391, 0.442, -0.628, -0.078, -0.063, -0.564, -0.249, -0.895, 0.207, 0.187, 0.260, 0.214, 0.155, 0.158, 0.175, 0.167, 0.201, 0.391, 0.376, -0.992, 0.525, 0.441, -0.999, 0.492, 0.449]}